[1]
Density functional theory data (ωB97M-V/def2-TZVPD) for a structure of composition C30H47BrN2O5SiTi in a non-equilibrium geometry.

The geometry in XYZ format:
```
87
Properties=species:S:1:pos:R:3
H -3.3111 1.7441 2.7162
H 2.2247 2.8847 -5.0019
C 2.6708 -3.3776 2.9248
H -2.7908 0.6257 4.7840
H -1.7698 4.0343 -0.4194
H -1.6002 2.1261 2.4839
H 1.3573 3.6846 1.6373
H 0.7365 -7.5558 0.6222
H 0.0617 -3.7975 -2.6077
H -3.2434 3.2101 -0.9011
O -2.5647 -3.8811 2.5423
C -0.7771 -4.0665 -1.9627
O -4.4252 -2.1412 0.4664
C 3.8110 -2.0241 1.3029
O -0.5802 -3.0598 3.0822
H 2.3699 3.7316 -3.4716
C -1.5230 2.5282 -1.9997
H -1.3846 3.2287 -4.0710
H 2.2474 -0.0834 3.5896
H 1.5182 5.4856 -0.1429
H -2.8250 3.7508 -3.2177
C 1.7044 3.1128 -4.0692
C 0.2684 -5.4654 1.2133
H 0.4199 -5.3630 2.2735
H 3.6408 0.0941 1.5622
C 1.0087 4.8402 -0.8617
Br 0.7718 -1.2321 -0.3310
C -2.5229 -1.6365 3.3985
C -3.3435 -1.8274 0.8922
H 2.4136 0.1117 -2.5032
H -0.6072 -1.0566 4.3359
C 0.7366 3.1204 0.9366
C -3.1602 -0.9486 2.1378
H 1.4059 5.0725 -1.8476
H 0.1848 0.0207 -3.8159
C 2.6146 1.0130 -3.0807
H -3.3439 1.4170 -2.3493
H -1.1728 1.3071 4.6331
H 3.3701 1.5875 -2.5567
H 0.7995 2.0654 1.2034
C -1.9342 0.7250 4.1176
H -0.2895 3.4462 1.0813
C 0.4207 -6.5528 0.4143
H -1.2773 4.5133 -2.8763
O -0.9046 -0.4546 2.3654
C 2.5925 -0.9787 3.0904
C 3.4577 -3.2741 1.7877
C -2.1742 3.0727 -0.7229
N -0.1750 -4.3994 0.4576
H -0.4129 1.4643 -4.6312
C -2.2675 1.2308 -2.3498
O -2.2026 -2.1248 0.3029
Si 0.3580 2.1290 -1.7052
H 3.7926 -4.1677 1.2783
H 2.9746 2.0738 -0.2546
H 3.2107 3.3661 -1.4299
C 1.2327 3.3694 -0.4954
H -2.0054 0.8507 -3.3326
H 0.0459 -6.7025 -1.6789
H -3.2538 -1.7823 4.1960
Ti -0.6117 -2.5022 1.2542
H 2.4119 -4.3497 3.3241
H -1.2693 -3.1481 -1.6382
C 0.4832 0.9542 -4.2884
H 0.8303 3.7095 -4.3190
H 4.4113 -1.9417 0.4082
C -0.3016 -4.8359 -0.7840
C -1.7553 3.5624 -3.1062
C 1.3340 1.8131 -3.3471
H 1.0730 0.7062 -5.1733
H -1.4893 -4.6617 -2.5331
H -2.0670 2.3867 0.1127
H 1.6389 -2.3195 4.4712
H 3.2044 3.7357 0.2859
C -2.1136 0.1419 1.8429
H -1.9664 0.3591 0.7836
C 2.2386 -2.2288 3.5761
H 3.0455 0.7093 -4.0364
H -4.1367 -0.5229 2.3815
C -1.9055 -2.9841 3.0330
C -2.3020 1.3403 2.7606
H -0.0426 5.1165 -0.8563
C 2.7419 3.1121 -0.4833
N 0.0551 -6.1418 -0.8435
C 3.3787 -0.8784 1.9520
H -2.0605 0.4369 -1.6309
C -1.4046 -0.6536 3.7116
```

Computed properties:
Calculated total energy = -146129.948 eV
2S+1 = 3

[2]
Density functional theory data (ωB97M-V/def2-TZVPD) for a cluster of 2 separate species, C3H3I2O2 in total in a non-equilibrium geometry.

The geometry in XYZ format:
```
10
Properties=species:S:1:pos:R:3
C -1.2318 0.1642 -0.5861
H -0.7677 -0.0120 -1.5709
C -2.1273 1.4687 -0.3850
C 1.4902 0.6461 0.2204
O -2.8683 1.4002 0.5569
O -1.9727 2.2474 -1.2987
I 2.2017 -1.2946 -0.3018
H 0.2760 0.3805 0.2667
H 1.7388 1.2420 -0.6028
I -2.1673 -1.6813 -0.1887
```

Computed properties:
Total charge = -1
Calculated total energy = -23453.196 eV

[3]
Density functional theory data (ωB97M-V/def2-TZVPD) for a structure of composition C29H41CoF5OP2 in a non-equilibrium geometry.

The geometry in XYZ format:
```
79
Properties=species:S:1:pos:R:3
C -1.1447 -2.9765 1.3005
H -2.9757 -3.1661 0.2283
H -3.1595 -2.5679 1.9168
H 0.4257 2.1071 -3.7667
H -0.3277 4.9260 0.5893
H -1.2747 2.3393 -4.2672
H -2.8699 0.9588 -1.4230
H -1.8408 -5.9581 1.3002
Co 0.2107 -2.7670 -0.0591
C -1.2541 -5.4509 0.5230
C 4.4611 3.1890 3.0538
H -1.1991 5.2631 -0.9136
C -0.2782 -0.7079 2.2381
O 2.0377 1.2505 1.1783
C -2.2830 4.1658 0.6463
F 0.3482 2.6663 2.8508
C -0.2931 3.2833 -0.7977
C -1.0317 4.4878 -0.1401
C -2.1632 1.7348 -1.7535
C 0.2991 -3.1361 -2.2581
F 5.7905 3.3563 3.1369
H 2.2550 -2.2812 3.6189
H -0.5732 -6.1961 0.0940
H -0.1723 -0.6458 3.3327
H -4.6024 2.4625 -0.9875
C 1.8272 -5.2866 1.4893
H 0.5614 3.0404 -0.1278
H -1.9627 -5.1269 -0.2427
C -2.9578 2.9360 -2.2759
P -1.0009 0.3943 -2.7734
C 0.8517 -4.1666 1.4032
H -2.1576 4.4281 1.7078
H 0.4857 -0.0540 1.7839
C 1.0986 -2.8486 1.8941
H -2.3178 3.7883 -2.5507
C 2.7689 -1.6750 -1.0851
H 3.0053 -2.6948 -0.7799
F 1.4257 4.4761 4.6143
P 0.9839 -1.5897 -1.3895
H 1.6323 -6.0538 0.7346
H 0.6627 -4.1549 -2.0318
C 2.5182 2.0482 2.0373
H 2.4427 -1.2296 2.2289
H -1.7336 -1.7677 -3.6248
H -4.6045 4.1341 -1.5386
H 0.1227 3.6111 -1.7667
H -0.2986 1.0236 -4.9852
C -1.0586 2.0335 -0.9049
C -3.4519 3.6744 0.2187
C -2.0247 -0.7217 -3.7547
H 3.0090 -0.9637 -0.2711
C 2.2290 3.7536 3.7933
C -2.5286 -2.5376 1.0121
H 0.6897 -2.8689 -3.2422
H -3.0841 -0.6100 -3.4894
C 2.3236 -2.2843 2.5162
H -3.5495 2.6865 -3.1871
C -0.4904 1.5911 -4.0718
C -0.5332 -4.2610 1.0317
H 3.2631 -1.3933 -2.0274
C 3.9386 2.2395 2.1927
H -2.5049 -1.4972 0.6435
H -4.2340 3.5485 0.9713
H -0.7770 -3.1896 -2.4422
C 1.6989 2.8353 2.9179
H 1.0977 -0.5437 -3.4361
F 4.7550 1.4575 1.4754
H -1.2670 -0.3511 1.9362
H 1.2894 0.6588 -2.1151
H -1.9187 -0.4508 -4.8146
F 4.1234 4.9054 4.6518
H 1.7822 -5.7861 2.4655
C -0.1157 -2.1063 1.8064
C -3.9469 3.3353 -1.1468
H 2.8591 -4.9364 1.3644
C 0.7197 -0.2208 -2.4523
C 3.6085 3.9655 3.8418
H 3.2383 -2.8399 2.2502
H -0.8784 1.3087 -0.0960
```

Computed properties:
Total charge = +1
Calculated total energy = -102563.127 eV
2S+1 = 5

[4]
Density functional theory data (ωB97M-V/def2-TZVPD) for an isolated molecule of C4H13P3 in a non-equilibrium geometry.

The geometry in XYZ format:
```
20
Properties=species:S:1:pos:R:3
H 1.8979 0.9342 -1.7261
H -0.0036 -2.5631 1.1885
H 0.7191 -0.1216 -2.5363
H 0.8539 0.9155 2.3481
H -2.4616 2.0626 0.1095
C 1.0453 -2.3383 1.1241
P 1.0527 1.4391 1.0791
H 1.6429 -3.3538 1.0875
H -3.5183 1.2246 1.0724
H -0.1173 2.2669 0.9144
C -2.5596 1.2086 0.7154
C 1.3841 -1.3593 -0.0202
H 1.3806 -2.0618 -0.9512
H 2.4174 -0.8439 0.0689
H 1.1365 -1.7814 2.0533
H -1.9342 1.4572 1.5443
P 0.0637 0.0032 -0.2270
C 0.8154 0.6580 -1.8196
H 0.1548 1.4964 -2.1784
P -1.9850 -0.4773 0.0757
```

Computed properties:
Calculated total energy = -32222.890 eV
SMILES string = CC[P@](C)(P)=PC

[5]
Density functional theory data (ωB97M-V/def2-TZVPD) for a structure of composition C34H32Cl4F3NO7SSbW in a non-equilibrium geometry.

The geometry in XYZ format:
```
84
Properties=species:S:1:pos:R:3
H 4.4222 0.7076 0.2877
C -0.4121 1.5913 -3.6856
C 4.2162 -2.5417 -0.7167
F -1.6499 -6.5160 1.9598
C -0.4583 2.7013 -2.6048
H -0.4614 -2.9453 5.0127
H -4.6126 3.9840 -2.9211
H 0.1733 5.1153 1.0234
N -1.1035 -1.7704 1.9967
H 1.3213 -3.2153 -4.9258
C 3.7978 -1.2243 -0.5397
H 1.4521 -2.8816 -2.3854
H -0.4696 -0.9437 3.7074
F -1.2449 -5.4354 0.1598
W -1.3219 -0.2039 0.5211
H 0.0677 0.6854 -3.1791
C 1.6599 -2.3650 -4.4578
Cl -2.8902 1.5892 4.8754
C 0.0646 4.3868 0.2387
H 2.7401 0.6643 -5.5567
C 1.1205 2.2509 2.9249
C -1.8585 -5.3585 1.2769
H 3.5974 -3.2237 -1.3518
S -2.1335 -2.5163 -0.2357
H 3.0812 0.9845 -3.1325
H 0.6007 2.8565 -2.2476
C -1.1361 1.3713 2.8984
C 6.0343 -2.2545 0.7649
O -4.0753 -0.2723 -0.9730
O 2.4128 0.7138 -0.8322
C -0.7508 -1.8468 3.2717
O -4.2819 -0.4088 1.2427
H 6.5026 -0.3070 1.4484
H 0.3003 1.8424 -4.4823
H -2.9431 4.3215 -2.8324
C 4.6887 -0.3609 0.1846
C 0.9640 2.7383 4.2280
C 5.3284 -3.1040 -0.0533
C -5.4438 -1.2412 1.1947
O 1.3133 -2.2204 0.5277
H -1.6596 3.5083 1.3867
F -3.1833 -5.4671 1.0060
H 0.7083 3.5099 0.4926
H -6.2933 -0.6511 0.8416
C -0.2549 2.5232 4.8869
H 5.5971 -4.1430 -0.1040
H -5.5849 -1.6387 2.1554
C -1.2803 1.8324 4.1925
H 1.7572 -1.4819 -6.3437
C 1.2692 -1.3441 -0.3083
H 1.8253 0.9038 -0.1186
H -3.9769 4.6910 -1.4658
H -2.0618 4.6190 0.0311
C -1.4717 -4.1659 2.1107
H -3.9163 1.7779 -2.2344
Cl -0.6144 3.1186 6.4222
Cl 2.1462 3.7552 5.0137
C -3.5354 -0.2214 0.1130
C -1.3768 3.8756 0.3585
Cl 2.6489 2.5277 2.1111
C 1.8000 -2.1367 -3.1118
C -3.6050 2.5607 -1.5809
O -2.0625 0.7196 2.2516
C 2.7740 -0.0064 -3.4881
H -0.9505 -5.1518 3.9634
H -5.2789 -2.1347 0.5827
O 0.1993 -0.7968 -0.7383
C -1.0128 -4.2145 3.4152
H -0.7636 3.6479 -3.0382
Sb -1.6717 2.1284 -0.9153
C 2.0207 -1.3328 -5.3231
C 0.1138 1.5315 2.2953
C 2.3087 -0.9437 -2.5628
C -1.5115 -2.9261 1.3468
C 2.4744 -0.6432 -1.0584
C -3.7551 3.9480 -2.2019
H 0.3906 4.7678 -0.7050
C 5.7940 -0.8886 0.8275
H 6.8570 -2.5893 1.3414
O 0.3060 0.9415 1.1289
H -4.2878 2.4425 -0.6876
C -0.7479 -2.9738 4.0148
H -1.3599 1.3397 -4.0686
C 2.6141 -0.1663 -4.8669
```

Computed properties:
Total charge = -1
Calculated total energy = -129044.018 eV
2S+1 = 3

[6]
Density functional theory data (ωB97M-V/def2-TZVPD) for a structure of composition C32H48F6FeO24P in a non-equilibrium geometry.

The geometry in XYZ format:
```
112
Properties=species:S:1:pos:R:3
C -4.1622 2.7147 1.8876
H -2.4629 2.4320 -2.6395
H -3.5826 -1.7294 -1.3115
C 5.0920 -0.2801 2.0263
H 4.6626 -7.0039 0.8053
H 6.2410 4.0245 -1.5563
O 0.3424 2.8541 -4.5802
H -4.8643 0.3413 -3.1687
O 2.5757 6.7539 -0.2978
H -5.7368 -3.6049 -0.2715
H -2.7599 0.6376 4.1411
O -3.9350 0.4245 1.3124
C -1.6956 3.1906 -5.3624
C -0.7029 4.4701 0.9546
H -1.0148 1.2766 -4.5269
H 4.9150 1.6489 -0.2349
H -6.1660 -0.6858 -1.2004
C -3.6931 0.6998 3.5813
H 3.0514 0.1116 1.1077
H 5.6716 0.3972 2.6536
P 0.1422 -0.3242 -0.0710
C -5.8553 -1.1861 -2.1177
H -0.8268 1.9863 -2.2217
O -4.5861 -1.8702 1.3727
O 3.2107 -2.4657 3.8980
C 1.8200 6.4555 0.6452
O -3.9950 -4.4079 -1.0295
C 3.6539 -1.5110 3.3717
H 0.7069 6.4819 3.3973
F -1.0985 -1.3939 0.0706
H -5.2294 2.5983 2.0760
H 0.0406 3.6845 1.0892
O 6.8680 3.4006 0.4034
H -1.1446 6.3997 1.9047
O 1.3756 4.7132 -5.2038
C 0.3289 4.0653 -5.0688
C -1.0144 2.3523 -4.3510
C -2.8680 -4.4318 -0.2731
C -4.1938 -0.7689 2.0004
F 1.0599 -1.6250 -0.5512
O 4.1178 -5.0754 0.1514
O 4.9257 -1.5431 2.7217
H 6.4775 -1.4435 0.7528
O -2.6447 -1.8082 -5.3023
H 6.7476 0.1475 0.5722
H -5.4574 -6.4755 -1.2058
O -2.5712 -1.3574 -3.1077
O 4.7990 2.9838 1.0797
H 1.0021 4.7655 2.9691
H -2.9963 0.0245 -1.6120
O -4.4746 -1.3067 -4.0269
C 6.0456 3.3571 1.4262
C 5.8975 -0.5218 0.7044
H 2.4257 -6.5671 3.7488
O 2.3130 -3.6959 0.0587
H -3.7841 3.4996 2.5426
H -4.9636 -4.5310 1.9673
H 2.7644 2.8555 -0.5801
C 3.6570 3.3140 -1.0056
H 3.6955 4.3970 -0.8885
H -4.4850 1.1920 4.1459
O -1.7546 -3.9990 -0.5926
Fe 0.2065 -3.4201 -0.4852
H 4.4910 -4.9073 2.9153
H 3.8819 -7.4852 3.7292
H 3.5435 3.0754 -2.0632
H -2.3619 1.2870 2.0126
H 5.2762 -0.7288 -0.1670
C 3.0797 -4.4309 0.6626
H -2.7524 3.2823 -5.1117
O -0.9792 4.3375 -5.4384
C 3.2734 -6.8232 3.1132
C -4.6025 -0.6573 -2.8188
O 6.4220 3.7189 2.5403
C 0.8317 5.7699 2.5814
C 3.9048 -5.6321 2.3503
C -3.4317 1.3817 2.1988
C 6.3645 3.1768 -0.8822
H -4.7925 -6.0996 1.1190
H -6.7196 -1.1907 -2.7817
O 3.1546 -0.3039 3.1578
H -1.7609 2.6299 -6.2948
H -4.2043 2.9736 0.8296
C -3.2182 -1.6170 -4.2071
H 5.6986 -5.6798 1.3133
H 3.7619 1.3954 2.1196
F -0.6334 0.8019 0.6776
C -0.2837 5.8550 1.5169
C 4.6677 -5.9503 1.0845
O 2.8818 -4.8025 1.8506
C -3.3801 -0.9157 -2.0080
F 0.6052 -0.6968 1.4611
F -0.3080 -0.1245 -1.6001
F 1.2736 0.7022 -0.5101
C 3.6823 0.3184 1.9722
H -6.1089 -5.1138 -2.1844
H 7.0125 2.5112 -1.4524
O 2.0768 6.0958 1.9123
C -4.5862 -5.0303 1.0749
H 2.8978 -7.5947 2.4410
C 4.9792 2.7284 -0.3716
C -5.9368 -5.4969 -1.1786
C -1.4171 2.6271 -2.8767
O -4.0980 -0.5780 3.2800
H -1.0666 4.5800 -0.0670
O 0.4865 6.4943 0.4516
H -6.9290 -5.6221 -0.7450
C -5.1589 -4.5291 -0.2670
H -1.5667 4.1935 1.5592
H -1.3260 3.6476 -2.5049
H -5.5841 -2.2364 -2.0116
O -3.1547 -4.9551 0.9222
```

Computed properties:
Total charge = +1
Calculated total energy = -143079.727 eV
2S+1 = 5